[1]
ORCA calculation (ωB97M-V/def2-TZVPD) on a cluster of 3 separate species, C13H31BrFNO4Si in total in a non-equilibrium geometry.

```
! RIJCOSX wB97M-V def2-TZVPD def2/J DEFGRID3
* xyz 0 1
C 0.856 -3.127 2.902
C 2.060 -2.533 2.547
C 2.515 -1.300 3.245
Si 1.514 0.219 2.745
F -0.031 -0.136 2.540
Br 2.355 1.012 0.802
C 1.719 1.489 4.135
N 1.053 1.053 5.378
C 1.962 0.562 6.409
H 0.809 -3.688 3.836
H -0.039 -3.081 2.286
H 2.690 -3.004 1.790
H 3.566 -1.037 3.072
H 2.326 -1.421 4.327
H 1.233 2.399 3.766
H 2.789 1.651 4.256
H 0.339 0.370 5.157
H 2.150 -0.519 6.384
H 1.497 0.759 7.379
H 2.917 1.084 6.409
C -3.592 2.535 -2.352
O -2.333 2.643 -2.994
C -1.644 3.843 -2.673
C -0.572 3.608 -1.629
O -1.128 3.239 -0.376
C -1.066 1.841 -0.138
H -3.931 1.505 -2.454
H -3.528 2.778 -1.289
H -4.321 3.193 -2.837
H -2.343 4.616 -2.339
H -1.168 4.194 -3.594
H -0.024 4.543 -1.472
H 0.140 2.853 -1.975
H -0.044 1.545 0.118
H -1.403 1.269 -1.007
H -1.721 1.613 0.703
C -1.025 -0.846 -4.468
O -1.691 -1.875 -3.753
C -1.197 -3.174 -4.045
C -0.259 -3.671 -2.964
O 0.933 -2.903 -2.910
C 0.922 -1.942 -1.870
H -1.294 0.106 -4.010
H 0.060 -0.961 -4.428
H -1.356 -0.838 -5.512
H -0.703 -3.193 -5.022
H -2.063 -3.842 -4.093
H 0.034 -4.700 -3.196
H -0.764 -3.675 -1.993
H 1.085 -2.431 -0.903
H -0.018 -1.384 -1.843
H 1.736 -1.240 -2.048
*
```

Calculated values
* E_tot: -3832.90024 a.u.
* gap between HOMO and LUMO: 7.4395 eV
* SMILES: C=CC[Si@](F)(Br)CNC.COCCOC.COCCOC
* relative energy (zero: lowest compared OMol25 entry of this formula, charge and spin): 0.0 kcal/mol
* HOMO: -0.2809 hartree


[2]
ORCA calculation (ωB97M-V/def2-TZVPD) on a structure of composition C43H47CsN7O2PS4 in a non-equilibrium geometry.

```
! RIJCOSX wB97M-V def2-TZVPD def2/J DEFGRID3
* xyz -2 1
Cs 0.752 0.640 -0.163
C 6.087 6.800 2.084
S 4.718 6.427 3.196
C 3.552 5.427 2.197
S 3.560 5.458 0.499
N 2.726 4.868 3.026
N 2.095 3.731 3.029
C 0.985 3.684 3.688
C 0.288 2.416 3.983
C -0.844 2.450 4.807
C -1.428 1.264 5.223
C -0.906 0.053 4.791
C 0.169 0.102 3.912
N 0.746 1.237 3.522
H 6.235 7.880 2.026
H 5.821 6.422 1.099
H 6.994 6.317 2.447
H 0.572 4.588 4.128
H -1.245 3.405 5.126
H -2.282 1.285 5.891
H -1.320 -0.894 5.116
H 0.598 -0.811 3.496
C 6.252 -3.416 2.917
C 4.874 -4.067 2.820
N 4.354 -4.113 1.459
C 4.752 -5.278 0.677
C 3.727 -6.407 0.730
C 3.588 -3.096 0.887
S 3.315 -1.639 1.739
N 3.200 -3.419 -0.365
C 2.231 -2.785 -1.066
O 1.379 -1.984 -0.670
C 2.160 -3.175 -2.542
C 1.447 -2.334 -3.398
C 1.331 -2.625 -4.753
C 1.922 -3.774 -5.265
C 2.630 -4.626 -4.416
C 2.752 -4.326 -3.062
H 6.653 -3.501 3.935
H 6.158 -2.357 2.662
H 6.959 -3.885 2.221
H 4.173 -3.500 3.425
H 4.913 -5.096 3.197
H 5.714 -5.627 1.065
H 4.887 -4.967 -0.351
H 3.586 -6.758 1.760
H 4.044 -7.258 0.114
H 2.770 -6.034 0.352
H 0.986 -1.440 -2.987
H 0.775 -1.951 -5.399
H 1.836 -4.009 -6.321
H 3.089 -5.526 -4.813
H 3.300 -4.976 -2.389
C -2.475 -1.440 -5.272
C -2.380 -1.290 -3.865
C -1.515 -0.370 -3.323
C -0.665 0.441 -4.135
C 0.284 1.333 -3.509
C 1.053 2.057 -4.416
C 0.935 1.946 -5.832
C 0.034 1.081 -6.397
C -0.791 0.290 -5.557
C -1.708 -0.660 -6.094
H -3.153 -2.176 -5.692
H -2.992 -1.911 -3.217
H -1.444 -0.261 -2.242
H 1.810 2.756 -4.046
H 1.576 2.546 -6.479
H -0.053 0.980 -7.476
H -1.780 -0.769 -7.175
C -0.919 4.224 -2.186
P -1.119 3.989 -0.430
C 0.140 4.950 0.384
C -2.658 4.862 -0.049
O -1.163 2.554 0.003
H -0.833 5.291 -2.429
H -1.774 3.781 -2.700
H -0.034 3.674 -2.513
H 0.058 6.014 0.148
H 1.133 4.603 0.098
H 0.032 4.796 1.461
H -2.600 5.909 -0.363
H -2.834 4.813 1.029
H -3.483 4.365 -0.565
S -6.054 -2.373 2.925
C -4.484 -1.778 2.321
C -4.033 -0.504 2.638
C -2.819 -0.087 2.108
N -2.065 -0.863 1.327
C -2.497 -2.091 1.046
C -3.707 -2.594 1.516
C -7.119 -1.140 2.206
C -7.784 -0.233 3.004
C -8.621 0.703 2.400
N -8.817 0.780 1.089
C -8.160 -0.096 0.331
C -7.311 -1.074 0.839
H -4.611 0.148 3.283
H -2.428 0.907 2.321
H -1.846 -2.697 0.417
H -4.032 -3.597 1.262
H -7.650 -0.250 4.079
H -9.153 1.434 3.004
H -8.321 -0.014 -0.740
H -6.799 -1.765 0.181
*
```

Calculated values
* E_tot: -4154.84463 a.u.
* gap between HOMO and LUMO: 4.9368 eV
* relative energy (zero: lowest compared OMol25 entry of this formula, charge and spin): 30.0 kcal/mol
* HOMO: -0.0686 hartree